Record 1
ORCA calculation (the ωB97M-V functional and the def2-TZVPD basis) on ClH4N2PS in the gas phase in a non-equilibrium geometry.

Values from the calculation:
- Structure (SMILES): NP(N)(=S)Cl
- Kohn-Sham gap: 0.351 hartree

```
! wB97M-V def2-TZVPD RIJCOSX def2/J DEFGRID3
* xyz 0 1
N -0.312 -0.141 -1.472
N 0.013 -1.047 1.212
P 0.290 0.662 -0.091
S 2.046 1.392 -0.157
Cl -1.207 1.788 0.574
H -1.044 -0.714 -1.304
H -0.398 0.206 -2.459
H -0.316 -0.800 2.149
H 0.927 -1.345 1.548
*
```


Record 2
ORCA calculation (the ωB97M-V functional and the def2-TZVPD basis) on C25H40As3BrCoN4S as an isolated structure.

Values from the calculation:
- Kohn-Sham gap (spin up / spin down): 0.168 / 0.173 hartree

```
! wB97M-V def2-TZVPD RIJCOSX def2/J DEFGRID3
* xyz 3 1
Co 0.521 0.027 -0.820
C -1.230 4.550 -2.053
N -0.092 3.810 -2.611
C 0.496 4.058 -3.836
C 1.504 3.182 -3.985
N 1.547 2.408 -2.827
C 0.545 2.805 -2.006
S 0.124 2.165 -0.464
C 2.545 1.438 -2.560
C 3.796 1.591 -3.139
C 4.734 0.587 -2.981
C 4.402 -0.534 -2.235
C 3.165 -0.570 -1.635
N 2.237 0.395 -1.782
H -1.600 5.227 -2.817
H -0.911 5.123 -1.185
H -2.016 3.852 -1.773
H 0.134 4.828 -4.496
H 2.170 3.022 -4.813
H 4.035 2.485 -3.694
H 5.712 0.683 -3.434
H 5.094 -1.354 -2.102
H 2.884 -1.409 -1.008
C 3.396 0.363 1.357
As 1.491 0.023 1.343
C 0.881 1.388 2.569
C 1.359 -1.731 2.174
C -0.011 -2.285 2.614
C 0.282 -3.710 3.119
C -0.977 -2.431 1.430
As -1.391 -0.930 0.247
C -2.549 -1.829 -1.015
C -2.575 0.357 1.063
C -0.624 -1.435 3.740
As -2.115 -2.275 4.794
C -3.630 -1.282 4.036
C -1.867 -1.135 6.361
H 3.673 0.561 2.393
H 3.628 1.239 0.753
H 3.956 -0.498 1.006
H 1.150 1.075 3.577
H -0.190 1.551 2.517
H 1.400 2.313 2.321
H 2.025 -1.681 3.040
H 1.831 -2.415 1.459
H 0.823 -4.288 2.367
H -0.636 -4.240 3.363
H 0.890 -3.674 4.024
H -1.950 -2.778 1.789
H -0.612 -3.196 0.736
H -3.286 -2.389 -0.440
H -1.978 -2.521 -1.630
H -3.066 -1.108 -1.645
H -3.455 -0.167 1.429
H -2.868 1.075 0.298
H -2.103 0.880 1.889
H -0.965 -0.462 3.374
H 0.150 -1.240 4.488
H -3.904 -1.668 3.052
H -3.436 -0.210 3.989
H -4.486 -1.446 4.689
H -0.964 -1.432 6.891
H -2.714 -1.280 7.029
H -1.807 -0.081 6.089
Br -3.449 1.647 -4.623
C -2.040 0.490 -4.200
C -1.604 -0.489 -5.084
C -0.551 -1.303 -4.695
C 0.037 -1.104 -3.459
N -0.390 -0.161 -2.606
C -1.422 0.610 -2.969
H -2.078 -0.612 -6.049
H -0.182 -2.082 -5.347
H 0.874 -1.715 -3.143
H -1.767 1.339 -2.248
*
```


Here are the calculated energy above the lowest of the compared OMol25 structures with the same formula, charge and spin numbers, same order: 37.6 0.0 (kcal/mol).